1.
18
Properties=species:S:1:pos:R:3:lowdin_charge:R:1 method="wB97M-V/def2-TZVPD" gap_ev=12.210 multiplicity=1 energy_ha=-235.8144 e_lumo_ha=0.0449 smiles=CC1CCCC1 relative_energy_kj_mol=9.94 e_homo_ev=-10.989
H -2.24185 -1.15270 -0.77606 0.10
H 0.28131 1.79529 1.04726 0.11
H -0.14529 1.99416 -0.65403 0.11
C 1.74732 -0.34878 0.93882 -0.09
C 0.89376 0.10740 -0.24327 -0.37
H -2.27071 1.27753 0.33191 0.11
H -1.55722 0.14725 -1.76192 0.11
H 1.56313 0.43980 -1.04662 0.13
H 2.35562 -1.22418 0.68260 0.08
C -1.42674 0.57990 0.34066 -0.21
H -0.02909 -1.86565 -0.05524 0.11
H 0.29284 -1.42962 -1.72931 0.11
H 2.42202 0.44762 1.27282 0.07
H 1.10883 -0.62571 1.78794 0.08
H -1.45488 0.03695 1.29618 0.11
C -1.43842 -0.41142 -0.82404 -0.21
C -0.03422 -1.02683 -0.76467 -0.17
C -0.06642 1.25900 0.15698 -0.18


2.
18
Properties=species:S:1:pos:R:3:lowdin_charge:R:1 method="wB97M-V/def2-TZVPD" gap_ev=9.539 multiplicity=1 energy_ha=-235.7673 e_lumo_ha=0.0409 relative_energy_kj_mol=133.72 e_homo_ev=-8.425
H 1.74987 -0.50441 -0.79522 0.12
C -0.46801 1.92042 1.66238 -0.10
H -0.91541 2.52442 0.88195 0.06
H 0.11470 -0.14595 2.10781 0.10
C 0.28886 -2.15029 -1.22741 -0.10
H 1.39611 -1.52633 0.54586 0.10
H 0.34718 2.38160 2.22485 0.07
H -0.64840 1.82321 -1.19324 0.07
C 0.93497 -1.08774 -0.33277 -0.22
C -0.65800 0.73831 -1.14852 -0.06
H -0.29391 0.34678 -2.09309 0.07
H 0.17414 -3.04419 -0.60906 0.07
H -1.23346 1.86072 2.45499 0.07
H -0.72888 -1.88419 -1.50857 0.06
C -0.04409 0.52611 1.27111 -0.14
H -1.70463 0.46683 -1.03863 0.09
H 0.88097 -2.47248 -2.07974 0.07
C 0.07903 0.12890 0.00172 -0.33


3.
18
Properties=species:S:1:pos:R:3:lowdin_charge:R:1 method="wB97M-V/def2-TZVPD" gap_ev=10.076 multiplicity=1 energy_ha=-235.7575 e_lumo_ha=0.0442 smiles="C/C=C/CCC" relative_energy_kj_mol=159.55 e_homo_ev=-8.874
H -1.26023 1.67972 -0.71622 0.10
H -0.45459 -1.24980 -1.94112 0.06
H 1.21021 1.31665 -1.93319 0.10
H -1.61827 0.26308 1.00188 0.10
C -0.11419 -0.28444 -2.27978 -0.11
C -0.57038 0.52981 0.91021 -0.15
C 0.65663 0.63845 -1.28569 -0.24
C 0.29217 -0.06452 1.71594 -0.18
C 0.00853 -1.43866 2.28380 -0.10
H -1.03014 -1.71921 2.18615 0.06
C -0.30075 1.37679 -0.30144 -0.22
H 0.57616 -2.16571 1.70065 0.07
H 0.54489 -0.45647 -3.14043 0.06
H -0.89654 0.38346 -2.66284 0.07
H 1.25709 0.01661 -0.62209 0.09
H 1.28990 0.33758 1.84657 0.10
H 0.22555 -1.51744 3.35388 0.07
H 0.18396 2.35409 -0.11628 0.11


4.
18
Properties=species:S:1:pos:R:3:lowdin_charge:R:1 method="wB97M-V/def2-TZVPD" gap_ev=10.800 multiplicity=1 energy_ha=-235.7736 e_lumo_ha=0.0421 smiles=CCC1(C)CC1 relative_energy_kj_mol=117.19 e_homo_ev=-9.653
H -1.43856 -0.15056 -1.61128 0.10
H 0.71463 -1.51736 1.06365 0.11
C -1.78752 -0.30894 0.61939 -0.09
H -0.80892 -1.66891 -0.78482 0.10
H 1.49153 -1.35500 -1.32195 0.07
C -0.37850 0.18512 0.29266 -0.48
H 2.08854 0.27952 -1.03128 0.07
H 2.82907 -1.09389 -0.20975 0.07
H 1.46042 0.04939 1.44234 0.11
C 0.92299 -0.51054 0.67472 -0.20
C 1.87100 -0.67745 -0.54306 -0.10
H -1.09733 2.03535 -0.59674 0.08
H -0.47550 2.29280 1.02437 0.08
C -1.14734 -0.63592 -0.69253 -0.14
H 0.64435 2.03091 -0.30911 0.07
H -2.57791 0.43806 0.55066 0.10
C -0.31790 1.71334 0.10128 -0.04
H -1.99306 -1.10592 1.33146 0.10


5.
18
Properties=species:S:1:pos:R:3:lowdin_charge:R:1 method="wB97M-V/def2-TZVPD" gap_ev="8.658 / 8.787" multiplicity=1 energy_ha=-235.6114 e_lumo_ha="-0.0272 / -0.0267" relative_energy_kj_mol=542.92 e_homo_ev="-9.399 / -9.512"
H -1.28941 0.71162 -1.95195 0.07
C 0.12410 1.37540 -0.52869 -0.21
C 1.53033 -1.57624 -1.43805 0.16
H -1.76431 1.13112 0.44783 0.11
H -0.32223 -1.39608 -0.26086 0.01
C -0.30464 -0.07791 1.49104 -0.26
C -0.28377 1.08331 -1.76170 -0.02
H -1.80423 -1.42950 0.68744 0.08
H 1.82667 -2.02697 -0.46136 -0.06
H 0.78069 -0.07194 1.66483 0.10
H 0.36125 1.20534 -2.62780 0.06
H 2.06455 -0.60108 -1.40580 -0.07
H 1.14129 1.74485 -0.37835 0.10
C -0.70087 1.19045 0.71549 -0.23
H -0.35589 -2.25104 1.29308 0.08
H -0.77623 -0.05332 2.48144 0.10
C -0.71275 -1.35865 0.76819 -0.12
H -0.58464 2.06563 1.36768 0.11


6.
18
Properties=species:S:1:pos:R:3:lowdin_charge:R:1 method="wB97M-V/def2-TZVPD" gap_ev=10.655 multiplicity=1 energy_ha=-235.7403 e_lumo_ha=0.0353 smiles="C=CC(C)(C)C" relative_energy_kj_mol=204.59 e_homo_ev=-9.696
H 0.30864 -1.64323 -1.81458 0.11
H 1.85061 1.17542 0.10989 0.12
H -0.78582 0.89516 3.08019 0.09
C -0.16318 0.90411 2.10355 0.02
H -1.24135 -0.72797 1.32044 0.10
C -0.44397 -0.03120 1.23081 -0.16
H -1.35418 -1.59909 -0.76341 0.08
H 0.49049 1.68289 1.99847 0.02
C 1.53806 0.12702 -0.25136 -0.06
H -1.78998 0.64122 -0.91496 0.09
C -0.24335 -1.53890 -0.78014 -0.06
H -0.66784 0.48074 -2.05953 0.05
C 0.05770 -0.06066 -0.16631 -0.63
H 0.20718 -2.32765 -0.12433 0.08
C -0.73130 0.83368 -1.09691 -0.05
H -0.61970 1.87396 -0.98104 0.08
H 1.96510 -0.59136 0.37706 0.07
H 1.62290 -0.09410 -1.26784 0.05


7.
18
Properties=species:S:1:pos:R:3:lowdin_charge:R:1 method="wB97M-V/def2-TZVPD" gap_ev=7.585 multiplicity=1 energy_ha=-235.5628 e_lumo_ha=0.0424 relative_energy_kj_mol=670.64 e_homo_ev=-6.431
H 1.51527 0.13459 2.41359 0.06
H 0.33278 1.34228 -0.97855 0.09
C 0.46060 0.41179 -0.44371 -0.10
C -0.38817 0.89005 1.71133 -0.17
H 0.97655 -1.85713 -2.21942 0.03
H -0.20485 -0.92159 -4.23878 0.04
C -0.27067 -0.48363 -3.24121 -0.12
H 0.15037 -0.91885 2.76945 0.06
C -0.63623 -0.33245 -0.10255 -0.10
H -0.54232 -1.31567 0.33639 0.09
H -0.08214 1.92237 1.54846 0.06
H -0.90182 0.40426 -3.18059 0.04
C 0.35518 -0.96286 -2.17671 -0.10
C 0.45940 0.12775 2.69775 -0.18
H 0.39985 0.54387 3.71156 0.06
H -1.45814 0.86084 1.91222 0.05
H 1.44972 0.18892 -0.06940 0.09
H -1.61540 -0.03456 -0.44981 0.09


8.
18
Properties=species:S:1:pos:R:3:lowdin_charge:R:1 method="wB97M-V/def2-TZVPD" gap_ev=10.104 multiplicity=1 energy_ha=-235.6746 e_lumo_ha=0.0365 smiles=CC1(C)CCC1 relative_energy_kj_mol=376.99 e_homo_ev=-9.111
H 2.44412 -0.27239 -0.58598 0.08
H -2.50501 -1.25005 0.34868 0.14
C -1.71636 -0.59779 -0.28519 -0.23
H -0.49994 0.26642 -2.07992 0.11
C -0.85254 -0.52632 0.90833 -0.20
C 0.50003 1.59143 0.06291 -0.07
H -0.47897 2.06433 -0.05731 0.08
C 1.74875 -0.58097 0.21276 -0.06
H 1.15898 1.95391 -0.73744 0.08
H 0.92389 1.92214 1.01826 0.08
H -0.53986 -1.49854 1.29324 0.09
H 2.21163 -0.29343 1.16540 0.08
C -0.44536 -0.45148 -1.23454 -0.09
H -0.02179 -1.38242 -1.61790 0.09
H -2.38265 0.25086 -0.43867 0.09
C 0.36537 0.07631 0.03691 -0.49
H 1.69128 -1.67580 0.18041 0.08
H -1.81711 -0.42290 1.60434 0.14


9.
18
Properties=species:S:1:pos:R:3:lowdin_charge:R:1 method="wB97M-V/def2-TZVPD" gap_ev=9.858 multiplicity=1 energy_ha=-235.7122 e_lumo_ha=0.0417 smiles="C=CC.C=CC" relative_energy_kj_mol=278.42 e_homo_ev=-8.723
H 2.53524 0.22642 -0.65628 0.06
H 0.77202 -2.51969 -1.93415 0.07
C 1.54770 0.48844 -1.02145 -0.03
H -0.21694 -0.13012 -1.91426 0.08
C -0.99997 0.49025 1.41085 -0.26
H -0.80454 -0.14805 3.40666 0.05
H 1.05771 1.32110 -0.52435 0.05
C 0.82919 -0.34222 -1.77718 -0.24
H -2.09234 1.82794 0.33400 0.07
H 2.39110 -1.76379 -1.72046 0.07
H -0.71821 0.06199 0.44359 0.06
C -0.29356 0.09438 2.48106 -0.01
H 0.77521 -0.10336 2.47329 0.04
H 1.53457 -1.70578 -3.28513 0.06
C 1.41843 -1.67586 -2.20239 -0.11
H -3.07060 0.61619 1.06614 0.07
H -2.41133 1.95085 2.14000 0.07
C -2.25369 1.31131 1.28006 -0.10


10.
18
Properties=species:S:1:pos:R:3:lowdin_charge:R:1 method="wB97M-V/def2-TZVPD" gap_ev=11.502 multiplicity=1 energy_ha=-235.7891 e_lumo_ha=0.0377 smiles=CC1(C)CCC1 relative_energy_kj_mol=76.49 e_homo_ev=-10.476
C -0.71540 -1.47361 -0.24179 -0.06
H -1.84264 1.35482 -0.80203 0.10
H 0.11677 1.35371 1.56722 0.11
H 2.04725 -1.40997 -0.06287 0.08
C -0.84661 1.56850 -0.40201 -0.17
C -0.56208 0.80083 0.90786 -0.14
H -0.71527 2.65499 -0.38609 0.10
H 1.37926 -1.33661 1.57481 0.08
H -1.42223 0.47083 1.50208 0.11
H -0.25037 -2.12729 -0.99059 0.08
C 0.18815 -0.28528 0.08665 -0.56
C 1.52173 -0.76219 0.65051 -0.06
H -0.91418 -2.07816 0.65221 0.08
H 2.18080 0.08289 0.88168 0.08
C 0.25460 0.73094 -1.08827 -0.14
H 1.21462 1.25897 -1.11411 0.11
H 0.04885 0.34454 -2.09327 0.11
H -1.68325 -1.14791 -0.64200 0.08


11.
18
Properties=species:S:1:pos:R:3:lowdin_charge:R:1 method="wB97M-V/def2-TZVPD" gap_ev=8.819 multiplicity=1 energy_ha=-235.6753 e_lumo_ha=0.0345 relative_energy_kj_mol=375.32 e_homo_ev=-7.881
C 1.20509 1.14575 0.34522 -0.08
H -2.77266 0.52610 -0.09107 0.07
C 0.51746 0.46594 -0.84272 -0.43
H 1.21969 2.23060 0.18552 0.08
H 2.24732 0.81905 0.43865 0.08
H -0.55310 -1.24797 1.28524 0.06
C 0.30498 -1.09371 -0.72127 -0.22
H -1.90968 2.04377 -0.06365 0.10
H 1.19413 -1.52714 1.22892 0.07
C 0.25604 -1.67715 0.68556 -0.10
H 0.71094 0.96019 1.30293 0.06
H -0.63253 -1.35548 -1.24285 0.10
H -1.39339 0.75332 1.04429 0.06
H 0.07283 -2.75513 0.62185 0.08
C -1.77104 0.95107 0.02890 -0.16
H 1.13249 0.63873 -1.73401 0.12
H 1.08310 -1.58329 -1.31289 0.12
C -0.91167 0.70535 -1.15861 0.00


12.
23
Properties=species:S:1:pos:R:3:lowdin_charge:R:1 method="wB97M-V/def2-TZVPD" gap_ev=8.824 multiplicity=1 energy_ha=-520.4603 total_charge=+1 e_lumo_ha=-0.1191 smiles="CC1=C(N)[NH2+][C@H](B(O)O)C=C1" relative_energy_kj_mol=105.27 e_homo_ev=-12.064
B -1.90510 0.24006 0.34166 -0.70
H 1.92489 -1.22713 1.97167 0.07
H 2.74161 0.33253 1.37846 0.12
H -2.10615 -0.32511 -1.83859 0.16
C -1.34675 -0.38175 -1.06030 -0.13
C 1.13185 -0.46762 0.22795 -0.23
N -0.24663 0.60055 -1.46906 0.12
C 0.79959 0.68506 -0.34459 -0.30
H 0.77145 -2.59216 0.26807 0.13
H 3.03243 -1.32545 0.60756 0.09
C 2.30944 -0.73501 1.13726 0.00
H 0.35152 0.18704 -2.34090 0.25
O -2.44340 -0.67837 1.14682 0.26
H -0.46300 1.62305 -1.71608 0.21
O -1.90698 1.55486 0.41240 0.20
H -1.19991 -2.63858 -1.01168 0.18
H 1.48121 2.32477 0.87707 0.17
C -0.63680 -1.61039 -0.86400 -0.07
H -3.02868 -0.52041 1.83389 0.09
H 1.32419 2.66599 -0.66852 0.11
C 0.50307 -1.68152 -0.21499 -0.05
N 0.98382 1.97599 -0.01485 0.12
H -2.07168 1.99361 1.34073 0.21


13.
25
Properties=species:S:1:pos:R:3:lowdin_charge:R:1 method="wB97M-V/def2-TZVPD" gap_ev="6.803 / 3.585" multiplicity=3 energy_ha=-7900.6142 s_squared=2.0085 total_charge=+1 e_lumo_ha="-0.2088 / -0.3271" relative_energy_kj_mol=181.01 e_homo_ev="-12.486 / -12.485"
H 3.72319 -2.90436 -1.77265 0.06
S -2.12135 0.32248 -0.23472 0.68
H -0.48617 2.95973 0.49488 0.11
H -0.43132 1.74461 2.64478 0.12
Br 0.71367 -3.14181 -1.05211 0.86
H 1.30282 -1.00164 -2.12179 0.06
C -1.27083 1.55311 1.98038 -0.21
H -1.14701 -0.67492 1.74719 0.09
C 1.82555 -1.95654 -2.16127 -0.62
H 3.27701 -1.49299 -0.70440 0.01
H -0.00126 0.24194 0.81293 0.06
H -2.19722 2.52022 -1.16769 0.10
C -2.38164 2.15872 -0.15990 -0.19
H -2.23316 1.49329 2.48972 0.12
H -3.43563 2.25064 0.09249 0.10
Br 4.23650 -0.71071 -2.88875 0.68
C 3.25323 -1.92945 -1.69943 -0.68
H 1.65536 -2.31022 -3.17990 0.08
Cl 1.92709 -1.66162 1.89163 0.08
Ni 2.93728 -3.71541 2.77078 0.53
C -1.43972 2.68631 0.94796 -0.20
H -1.87463 3.57039 1.40871 0.11
C -1.01767 0.26398 1.21172 -0.27
O -3.41007 -0.27955 0.09129 -0.33
O -1.40402 0.01379 -1.44184 -0.36